This record from the OMol25 dataset describes 2 unconnected molecules or ions with the total composition C13H19BF3N2O7P at a distorted geometry. The level of theory is ωB97M-V/def2-TZVPD.

## Properties
E_tot, Eh: -1808.97547
Spin multiplicity: 1
Strongest force on any atom, eV/A: 2.2
HOMO energy, eV: -8.549

Last column: Mulliken charge in e.
Atoms and positions in Å:
C  -1.5243  -2.3785  -1.7804  -1.5082
C  -0.5955  -1.3290  -1.1521  -0.1356
C  -1.0422  0.1133  -1.5079  -0.6121
C  -0.0866  0.8299  -2.4806  -1.7062
N  -1.3968  0.9150  -0.3044  0.3934
C  -2.7052  1.1012  0.0004  0.6717
C  -3.8266  0.4961  -0.8297  0.7968
C  -5.0287  0.0525  -0.0163  -1.7329
F  -4.2014  1.4411  -1.7631  -0.3667
C  -3.0879  1.8611  1.0899  -0.4371
C  -2.1416  2.4357  1.9142  -0.1788
O  -2.4965  3.2132  2.9601  -0.5350
C  -0.8110  2.1990  1.6182  -0.3199
C  -0.4438  1.4485  0.5148  0.2609
P  1.3880  1.2222  0.3055  0.4787
N  1.7848  -0.1870  -0.0678  -0.0830
O  2.0503  1.6961  1.6878  -0.5447
O  1.8250  2.3829  -0.7155  -0.5534
H  -1.3333  -2.4585  -2.8474  0.3237
H  -1.2918  -3.3435  -1.3395  0.4474
H  -2.5769  -2.1906  -1.5781  0.3348
H  -0.6445  -1.4673  -0.0760  0.3781
H  0.4097  -1.5219  -1.4967  0.3949
H  -1.9097  -0.0422  -2.1274  0.8932
H  0.9118  0.4166  -2.3917  0.3819
H  -0.0526  1.8944  -2.2776  0.2988
H  -0.4119  0.6702  -3.5020  0.3982
H  -3.4978  -0.3803  -1.3701  -0.1508
H  -4.7348  -0.4595  0.8926  0.4344
H  -5.6012  -0.6294  -0.6359  0.4072
H  -5.6780  0.9029  0.1723  0.4187
H  -4.1246  2.0402  1.3147  0.4490
H  -2.8484  2.6692  3.6745  0.3650
H  -0.0705  2.6369  2.2630  0.4755
H  2.4071  -0.6537  0.6041  0.2117
H  2.0949  2.6595  1.7467  0.3632
H  1.1573  3.0833  -0.7387  0.4187
B  6.6968  -2.7119  1.4363  0.4811
O  5.6925  -1.9697  2.2822  -0.4298
C  4.6006  -1.7993  1.5909  0.7174
O  3.5939  -1.2330  1.9604  -0.7922
C  4.7878  -2.4252  0.2075  0.5846
O  3.9330  -2.4088  -0.6376  -0.5983
O  5.9882  -2.9392  0.1297  -0.4269
F  7.0194  -3.9183  2.0263  -0.3334
F  7.8227  -1.9341  1.2445  -0.3339

=====

This record from the OMol25 dataset describes a molecular structure, C13H19Br2F3N4O7S2 at a distorted geometry. The level of theory is ωB97M-V/def2-TZVPD.

## Properties
E_tot, Eh: -7496.28315
Spin multiplicity: 1
Strongest force on any atom, eV/A: 2.3
HOMO energy, eV: -8.603

Last column: Mulliken charge in e.
Atoms and positions in Å:
C  -2.6793  0.4247  -0.1243  -1.3230
C  -2.2177  -0.6255  0.8890  0.0124
Br  -3.7042  -1.6289  1.6381  -0.1133
C  -1.1787  -1.5231  0.1983  -1.6259
C  0.2048  -0.8242  0.2473  -1.4273
C  0.6517  -0.5301  -1.2104  -1.5263
C  2.0965  -0.0135  -1.2519  -0.4580
N  3.0696  -0.8943  -1.8400  -0.4942
N  2.4972  0.4035  0.1291  0.5267
O  3.8386  0.9254  0.0021  -0.4040
C  3.9967  1.9823  0.7588  0.4559
N  4.2208  3.0213  1.2096  -0.3156
C  2.5492  -0.7154  1.1155  -1.8749
C  1.2769  -1.6243  1.0712  2.8118
C  0.7109  -1.7192  2.5285  -0.3239
C  0.2896  -3.0915  3.0133  0.3107
O  0.6843  -3.5498  4.0406  -0.4850
F  -0.5947  -3.7952  2.2864  -0.2413
C  1.5831  -2.9644  0.3998  -1.0411
C  2.7529  -3.7918  0.9469  0.1135
O  3.1356  -4.7298  0.3288  -0.4660
Br  3.6526  -3.3814  2.6284  -0.0866
H  -1.8784  0.6254  -0.8338  0.1620
H  -3.5519  0.1034  -0.6832  0.4428
H  -2.8899  1.3775  0.3463  0.4817
H  -1.7846  -0.0538  1.7040  0.4627
H  -1.4802  -1.5637  -0.8461  0.5381
H  -1.1850  -2.5494  0.5523  0.6742
H  0.0517  0.1296  0.7629  0.7906
H  0.5799  -1.4713  -1.7508  0.5530
H  -0.0018  0.1674  -1.7216  0.4062
H  2.0991  0.9048  -1.8375  0.6640
H  3.6080  -0.3727  -2.5153  0.2942
H  2.5962  -1.6460  -2.3158  0.2571
H  1.9247  1.1834  0.4658  0.5462
H  2.6993  -0.2635  2.0921  0.4147
H  3.4613  -1.2580  0.8984  0.5083
H  1.3792  -1.3390  3.2870  0.3430
H  -0.1828  -1.0968  2.5881  0.3068
H  0.7232  -3.6267  0.3677  0.6063
H  1.8507  -2.7838  -0.6340  0.5459
N  -3.7766  5.5659  -1.8837  -0.3968
S  -3.5451  4.9072  -3.3078  1.1489
O  -4.6988  4.3346  -3.9208  -0.5774
O  -2.2988  4.2230  -3.4836  -0.5987
F  -3.3309  6.2462  -4.1354  -0.2674
S  -4.0945  4.5287  -0.7521  1.0800
O  -4.6002  5.1425  0.4306  -0.6465
O  -3.1374  3.4751  -0.5772  -0.5027
F  -5.3727  3.7551  -1.3021  -0.2620

=====

This record from the OMol25 dataset describes a molecular structure, C13H19BrN4O2 at a distorted geometry. The level of theory is ωB97M-V/def2-TZVPD.

## Properties
Energy above the lowest of the compared OMol25 structures with the same formula, charge and spin, eV: 15.7358
E_tot, Eh: -3449.78104
Spin multiplicity: 1
Strongest force on any atom, eV/A: 13.4
HOMO energy, eV: -7.997

Last column: Mulliken charge in e.
Atoms and positions in Å:
C  3.0136  -3.5109  1.1967  -0.6548
H  2.8213  -4.7192  1.1574  0.2408
O  2.2540  -2.9735  0.3013  -0.2700
C  0.7865  -3.0357  0.5708  -1.0691
C  -0.1840  -2.2971  -0.6006  -1.1076
N  -0.2572  -0.7108  -0.2229  0.3734
C  -1.1947  -0.2381  0.9454  -0.5610
C  -2.4434  -0.7492  0.4743  -1.3301
O  -2.8137  -2.0422  0.7658  -0.4077
C  -3.1272  -2.3758  2.2138  -0.6728
H  -3.6514  -1.5971  2.7025  0.3439
H  -2.0340  -2.1868  2.7140  0.2323
H  -3.5804  -3.4327  2.1243  0.2194
H  -2.6180  -0.5890  -0.4177  0.8838
H  -3.1252  -0.0777  1.0292  0.4229
H  -0.7907  -0.7091  1.9096  0.1512
H  -1.1244  0.6870  0.9830  0.7408
C  1.0427  -0.0242  -0.1441  -1.1913
C  1.0486  1.2058  -0.6112  0.4401
C  0.1411  1.8404  -1.5539  0.1804
N  0.2851  3.1207  -1.8211  0.1515
C  -0.2127  4.2430  -2.3906  -0.0593
C  0.1983  5.3943  -2.1975  -0.0739
C  1.0173  5.7550  -1.0909  -0.4880
N  1.7624  4.6159  -0.6296  -0.5740
C  1.1947  3.3698  -0.6554  0.1356
N  1.3841  2.3486  -0.1020  -0.4180
H  1.4908  6.5988  -0.9875  0.4657
H  -0.3477  6.2779  -2.8269  0.2256
H  -1.0178  3.7565  -3.2218  0.1402
Br  -0.8718  0.7933  -2.8240  -0.2282
H  1.6044  -0.1020  0.6775  0.5839
H  1.8248  -0.6190  -0.8285  0.3225
H  -1.1806  -2.6106  -0.4639  0.4698
H  0.3016  -2.3438  -1.4478  0.5747
H  0.7209  -4.0566  0.6722  0.7407
H  0.6978  -2.6971  1.4691  0.6209
H  2.8942  -3.0183  2.3702  0.2362
H  4.0907  -3.2905  0.7605  0.2095

=====

This record from the OMol25 dataset describes a molecular structure, C13H19Cl2NSn at a distorted geometry. The level of theory is ωB97M-V/def2-TZVPD.

## Properties
Energy above the lowest of the compared OMol25 structures with the same formula, charge and spin, eV: 1.7830
E_tot, Eh: -1696.07722
Spin multiplicity: 1
Strongest force on any atom, eV/A: 3.1
HOMO energy (alpha / beta), eV: -6.888 / -6.369

Last column: Mulliken charge in e.
Atoms and positions in Å:
Sn  -0.4032  2.0465  2.3703  0.6207
Cl  -0.4371  3.0660  0.1085  -0.5075
Cl  1.9684  1.2061  2.5796  -0.4611
C  1.6908  -0.5082  -0.9473  -1.1366
H  1.8070  0.5795  -0.6853  0.2690
H  2.6688  -1.0578  -1.0602  0.3844
C  -0.7141  -0.2890  -1.9339  -0.1384
C  0.8123  -0.6459  -2.1349  0.6373
H  -1.2534  -0.7697  -1.1312  0.4774
C  1.4699  -0.0155  -3.3842  -0.8733
H  0.9081  -1.7386  -2.3848  0.2561
C  0.8862  1.4104  -3.6620  -0.6800
H  2.5897  0.1204  -3.2849  0.3075
H  1.2997  -0.7142  -4.2331  0.3917
C  -0.6001  1.3588  -3.9049  -0.6445
H  1.0945  2.0251  -2.7736  0.2747
H  1.4255  1.8692  -4.5040  0.3919
C  -1.4072  0.6598  -2.7524  -0.6211
H  -0.9447  2.3880  -4.0916  0.3248
H  -0.7432  0.7014  -4.7663  0.3180
H  -1.8362  1.5163  -2.1945  0.2573
H  -2.2509  0.1608  -3.2941  0.3128
N  -0.8652  -0.1807  1.3389  -0.2414
C  -0.7983  -0.8597  2.5317  0.1297
C  0.4830  -0.9079  3.1946  -0.4470
C  0.6224  -0.8290  4.5721  0.0753
C  -0.4969  -1.0240  5.3711  -0.5399
C  -1.7528  -1.2148  4.7556  -0.3472
C  -1.9203  -1.2008  3.3711  -0.8254
H  1.1660  -0.9013  -0.0540  0.1589
H  -1.5795  -0.6814  0.7532  -0.0193
H  1.3677  -0.9614  2.5594  0.5170
H  1.6328  -0.6949  4.9844  0.3592
H  -0.3999  -1.1074  6.4599  0.3275
H  -2.6200  -1.4261  5.3698  0.3632
H  -2.8699  -1.3801  2.8568  0.3284

=====

This record from the OMol25 dataset describes a single C13H19ClFN molecule. The level of theory is ωB97M-V/def2-TZVPD.

## Properties
Energy above the lowest of the compared OMol25 structures with the same formula, charge and spin, eV: 0.0000
E_tot, Eh: -1121.57796
Spin multiplicity: 1
Strongest force on any atom, eV/A: 0.5
HOMO energy, eV: -8.814

Last column: Mulliken charge in e.
Atoms and positions in Å:
C  0.4902  -2.9584  -1.7074  -1.0879
C  0.7358  -1.6121  -2.3774  -0.5759
C  -0.1428  -0.5187  -1.7735  0.3784
C  0.1376  0.8505  -2.3883  -0.8142
C  -0.7877  1.9619  -1.8862  -1.1911
C  -0.7238  2.1746  -0.3719  -0.1311
N  -1.7936  1.4530  0.2982  -0.2686
C  -1.6531  1.3735  1.7388  -1.6375
C  -0.4708  0.5323  2.1673  0.2560
C  0.7165  1.1119  2.6031  0.7138
F  0.7690  2.4527  2.7485  -0.3617
C  1.8503  0.3800  2.9052  -0.6554
C  1.8101  -0.9959  2.7710  -0.5008
C  0.6494  -1.6183  2.3467  -0.6863
C  -0.4684  -0.8564  2.0460  0.6759
Cl  -1.9000  -1.6717  1.5105  -0.1832
H  0.7175  -2.8994  -0.6449  0.1572
H  -0.5508  -3.2550  -1.8176  0.2986
H  1.1159  -3.7294  -2.1511  0.4132
H  1.7864  -1.3352  -2.2611  0.3352
H  0.5314  -1.6935  -3.4474  0.3597
H  0.0478  -0.4854  -0.6986  -0.4130
H  -1.1927  -0.7807  -1.9293  0.3404
H  1.1736  1.1279  -2.1755  0.3192
H  0.0348  0.7784  -3.4741  0.4358
H  -1.8211  1.7396  -2.1582  0.3985
H  -0.5065  2.8886  -2.3895  0.3516
H  0.2782  1.8873  -0.0109  0.1352
H  -0.8645  3.2342  -0.1322  0.4262
H  -1.8804  0.5185  -0.0864  0.2686
H  -1.5440  2.3892  2.1258  0.4585
H  -2.5739  0.9414  2.1401  0.4625
H  2.7396  0.8918  3.2362  0.4507
H  2.6836  -1.5860  2.9988  0.3863
H  0.6064  -2.6913  2.2452  0.4849

=====

This record from the OMol25 dataset describes a single C13H19ClN2O5S molecule at a distorted geometry. The level of theory is ωB97M-V/def2-TZVPD.

## Properties
Energy above the lowest of the compared OMol25 structures with the same formula, charge and spin, eV: 0.0000
E_tot, Eh: -1850.84412
Spin multiplicity: 1
Strongest force on any atom, eV/A: 1.0
HOMO energy, eV: -8.668

Last column: Mulliken charge in e.
Atoms and positions in Å:
C  1.7736  4.1013  0.3166  -0.5924
O  2.6835  3.1124  -0.1009  -0.3526
C  2.8912  2.0957  0.8520  -0.1266
C  3.5065  0.8974  0.1298  -0.9841
N  2.5272  0.3079  -0.7530  -0.1281
C  1.9858  -0.9001  -0.5271  0.6786
O  2.4077  -1.7080  0.2752  -0.6717
C  0.7208  -1.1454  -1.3610  -0.9634
N  -0.3479  -0.3567  -0.7784  0.5625
C  -0.9796  -0.8005  0.3949  0.2075
C  -0.9257  -0.0430  1.5531  -0.3978
C  -1.5622  -0.4843  2.7023  -0.2941
Cl  -1.4943  0.4806  4.1292  -0.2469
C  -2.2340  -1.6919  2.7168  -0.8128
C  -2.2889  -2.4556  1.5627  -0.5615
C  -1.6846  -2.0212  0.3905  0.6218
O  -1.7320  -2.6888  -0.7966  -0.3338
C  -2.3417  -3.9597  -0.8312  -1.0519
S  -0.6790  1.1424  -1.3978  1.2527
C  -2.2621  0.8721  -2.2269  -1.1550
O  0.3205  1.4267  -2.3870  -0.7287
O  -0.8819  2.1007  -0.3529  -0.6612
H  2.0963  4.5662  1.2564  0.3225
H  1.7559  4.8507  -0.4717  0.2391
H  0.7683  3.6833  0.4420  0.1853
H  3.5624  2.4493  1.6506  0.4759
H  1.9363  1.7974  1.3092  0.0693
H  4.3671  1.2378  -0.4520  0.2908
H  3.8153  0.1300  0.8423  0.4707
H  2.0609  0.9493  -1.3847  0.3290
H  0.4552  -2.2030  -1.3371  0.3647
H  0.8587  -0.8091  -2.3878  0.5794
H  -0.4031  0.8982  1.5426  0.3890
H  -2.7134  -2.0381  3.6183  0.4433
H  -2.8224  -3.3917  1.5892  0.4128
H  -2.2196  -4.3136  -1.8536  0.2525
H  -1.8524  -4.6573  -0.1457  0.4072
H  -3.4085  -3.8999  -0.5950  0.3796
H  -2.5524  1.7951  -2.7119  0.4354
H  -2.1246  0.0808  -2.9512  0.3469
H  -2.9828  0.5928  -1.4701  0.3461

=====

Q: E_tot of number 1 (C13H19BF3N2O7P)?
A: -1808.97547 Eh